No. 1
ORCA calculation (ωB97M-V/def2-TZVPD) on C28H28BrCl3MgN8OS6 as an isolated structure.

Atoms and positions in Å:
1 Br 3.597 3.164 6.532
2 Cl -0.152 -7.274 -1.438
3 Cl -3.192 -4.232 -4.654
4 Cl 0.389 2.297 -4.353
5 S -2.136 2.531 -5.878
6 S 0.405 5.074 -1.110
7 S 3.002 3.960 -1.332
8 S -0.955 2.586 -0.112
9 S 2.282 1.198 -0.425
10 S 2.614 6.808 -2.115
11 Mg 0.422 0.798 1.069
12 O 0.111 -1.301 -4.325
13 N -0.628 -0.723 -0.117
14 N 3.364 0.647 3.305
15 N -1.764 -1.135 -1.954
16 N -0.541 0.229 4.362
17 N 0.125 -1.958 4.513
18 N -1.569 2.303 4.559
19 N 0.582 -0.740 2.548
20 N -0.003 1.918 2.855
21 C 3.136 1.582 4.225
22 C -1.747 -4.398 -3.680
23 C 5.446 0.162 4.382
24 C 0.269 -0.674 -5.603
25 C 2.042 5.365 -1.543
26 C -0.417 -5.761 -2.259
27 C -1.985 3.568 3.955
28 C 1.766 2.863 -0.756
29 C -1.545 -5.611 -3.042
30 C 0.109 -0.828 3.730
31 C 4.501 -0.043 3.389
32 C -2.475 -1.710 -0.918
33 C -1.115 -1.994 -4.199
34 C -2.734 1.232 -6.813
35 C -0.664 -0.563 -1.424
36 C 0.501 -4.735 -2.118
37 C 0.528 3.393 -0.641
38 C -0.855 -3.340 -3.565
39 C -0.774 0.359 -5.908
40 C -2.115 -1.192 -3.371
41 C -0.780 1.622 -5.394
42 C -2.184 1.884 5.806
43 C -1.915 0.148 -6.743
44 C -0.683 1.533 3.874
45 C -1.771 -1.434 0.210
46 C 0.274 -3.536 -2.774
47 C 4.023 1.840 5.257
48 C 5.202 1.128 5.345
49 H -2.009 -1.698 1.229
50 H -1.274 4.373 4.159
51 H 5.908 1.326 6.141
52 H 1.261 -0.229 -5.592
53 H -3.654 1.340 -7.366
54 H -3.018 1.191 5.660
55 H -1.563 -2.136 -5.187
56 H -3.095 -1.662 -3.431
57 H 1.041 -1.597 2.257
58 H 0.247 -1.451 -6.374
59 H 0.064 -0.010 -1.998
60 H 6.360 -0.418 4.397
61 H -2.091 3.460 2.876
62 H 4.673 -0.781 2.612
63 H -2.256 -6.418 -3.155
64 H 0.984 -2.725 -2.677
65 H -2.107 -0.783 -7.264
66 H -1.128 -0.030 5.133
67 H -2.567 2.765 6.313
68 H -1.454 1.438 6.484
69 H 0.708 -2.709 4.186
70 H 0.143 -1.830 5.511
71 H -0.204 2.875 2.592
72 H -2.951 3.845 4.370
73 H 2.210 2.140 4.135
74 H -2.192 -0.184 -3.772
75 H -3.407 -2.224 -1.084
76 H 1.379 -4.875 -1.503

Energy above the lowest of the compared OMol25 structures with the same formula, charge and spin: 64.6 kJ/mol
HOMO energy: -5.8095 eV
Total energy: -8141.0495 Eh

---

No. 2
ORCA calculation (ωB97M-V/def2-TZVPD) on C4H8O as an isolated structure.

Atoms and positions in Å:
1 O 1.391 0.221 -0.128
2 C -0.536 0.714 0.545
3 C -0.324 -1.649 -0.468
4 C 0.063 -0.187 -0.535
5 C 0.823 1.400 0.480
6 H -0.359 -2.004 0.567
7 H -0.104 0.197 -1.554
8 H -1.341 -1.717 -0.877
9 H -0.619 0.137 1.472
10 H -1.459 1.261 0.349
11 H 0.829 2.259 -0.210
12 H 1.319 1.681 1.414
13 H 0.316 -2.314 -1.053

Energy above the lowest of the compared OMol25 structures with the same formula, charge and spin: 112.4 kJ/mol
HOMO energy: -9.6496 eV
Total energy: -232.4028 Eh

---

No. 3
ORCA calculation (ωB97M-V/def2-TZVPD) on C2H3NO2 as an isolated structure at a distorted geometry.

Atoms and positions in Å:
1 O -0.857 1.472 1.104
2 O 0.207 0.396 -2.144
3 N 0.169 1.315 -1.399
4 C 0.104 -0.711 0.497
5 C -0.339 0.678 0.408
6 H -0.015 -1.198 -0.473
7 H -0.439 -1.251 1.272
8 H 1.170 -0.701 0.735

Energy above the lowest of the compared OMol25 structures with the same formula, charge and spin: 353.4 kJ/mol
HOMO energy: -7.9619 eV
Total energy: -283.1234 Eh

---

No. 4
ORCA calculation (ωB97M-V/def2-TZVPD) on a 2-piece molecular cluster, C4H12N2S overall at a distorted geometry.

Atoms and positions in Å:
1 S 0.513 -0.287 -1.064
2 N -1.753 2.007 2.003
3 N -0.801 -0.230 1.725
4 C -1.787 0.645 2.250
5 C -1.331 -1.595 1.551
6 C 1.372 0.403 -2.508
7 C 2.852 0.052 -2.368
8 H 3.104 0.240 -1.322
9 H -1.407 2.298 1.083
10 H -1.978 0.448 3.304
11 H -0.656 -2.118 0.876
12 H 1.181 1.476 -2.525
13 H 3.011 -1.031 -2.456
14 H 0.961 -0.028 -3.424
15 H -1.394 -2.093 2.523
16 H -2.340 -1.610 1.123
17 H -2.614 0.784 1.491
18 H 3.515 0.522 -3.094
19 H -0.450 0.119 0.831

Energy above the lowest of the compared OMol25 structures with the same formula, charge and spin: 599.2 kJ/mol
HOMO energy: -6.9553 eV
Total energy: -667.0667 Eh

---

Question: Which formula does entry 1 have?
Answer: C28H28BrCl3MgN8OS6

---

Question: Number 3 is which compound?
Answer: C2H3NO2

---

Question: Which formula does entry 4 have?
Answer: C4H12N2S